This record from the Open Molecules 2025 dataset describes the ion C4H12N3 with charge +1. The level of theory is ωB97M-V/def2-TZVPD.

Geometry as XYZ:
```
19
Properties=species:S:1:pos:R:3:forces:R:3:mulliken_charge:R:1
C 3.24466 -0.96330 0.29209 -2.29 -1.50 1.62 -0.270
N 1.99775 -1.02555 0.44611 -2.60 1.50 -1.41 -0.471
C 0.89349 0.05325 -0.48503 3.34 1.13 5.30 -0.349
N 0.85146 1.41390 -0.10717 -0.30 -1.09 1.76 -0.428
N -0.32559 -0.47358 0.05359 -1.73 -3.18 1.13 -0.237
C -1.57749 0.12810 -0.46204 0.42 -0.40 -1.32 -0.590
C -2.80481 0.10814 0.35095 0.84 0.27 2.97 -1.215
H 3.79362 -1.66931 0.87539 0.57 -0.42 0.40 0.266
H 3.75832 -0.31185 -0.28025 1.66 2.28 -2.18 0.294
H 1.18652 -0.04601 -1.44490 0.07 -0.96 -3.31 0.648
H 1.34462 2.12698 -0.61974 0.20 -0.11 0.45 0.222
H 0.64363 1.48600 0.93202 0.91 0.82 -2.02 0.238
H -0.50279 -1.44694 -0.22098 1.03 -0.18 0.31 0.418
H -0.23499 -0.56511 1.10416 0.02 0.48 -1.12 0.448
H -1.26514 1.04575 -0.82171 0.05 2.54 0.22 0.506
H -1.64424 -0.33355 -1.42678 -0.80 -0.99 -0.52 0.429
H -3.54097 0.60414 -0.20244 -1.37 0.40 -0.84 0.394
H -3.13160 -0.86099 0.72833 -0.06 -0.13 -0.51 0.361
H -2.68645 0.72994 1.28838 0.06 -0.48 -0.93 0.336
```
Forces are in eV/Å.

The charge is +1. For the lowest unoccupied orbital energy, the calculation gives -0.1099 hartree. Its HOMO-LUMO gap is 10.15 eV. The electronic energy comes out at -323.53136 Ha. The value obtained for the relative energy (zero: lowest compared OMol25 entry of this formula, charge and spin) is 385.7 kJ/mol. Its multiplicity is 1. As for the structure (SMILES): C=N[C@H](N)[NH2+]CC.